No. 1
61
Properties=species:S:1:pos:R:3:forces:R:3:mulliken_charge:R:1 method="wB97M-V/def2-TZVPD" largest_force_ev_per_a=0.71 homo_ev=-9.1 lumo_ev=0.6141 smiles="CCOC(=O)C1(CCCc2ccccc2)CCN(C(=O)CCc2cnccn2)CC1"
C 0.75373 -1.29222 -4.79130 -0.2 0.1 0.4 -1.05
C -0.18969 -1.74235 -3.68701 0.2 -0.6 -0.4 -0.25
O -0.49710 -0.64916 -2.81655 -0.2 0.2 -0.2 -0.29
C 0.02709 -0.64868 -1.59741 0.0 0.2 0.4 -0.18
O 0.70071 -1.54234 -1.14743 0.1 -0.2 -0.1 -0.53
C -0.40781 0.58780 -0.80962 -0.1 0.2 0.0 2.23
C -1.87548 0.35506 -0.39584 0.0 -0.2 -0.1 -1.69
C -2.12496 -0.90335 0.44816 0.0 0.1 0.1 -0.95
C -2.09694 -0.67490 1.96726 -0.1 -0.1 -0.2 -0.56
C -3.14899 0.30544 2.40038 0.1 0.0 0.1 0.15
C -4.48904 -0.06482 2.40750 0.0 0.0 0.0 -0.35
C -5.47152 0.83598 2.77419 -0.1 0.0 0.0 -0.69
C -5.12901 2.12713 3.13993 -0.1 0.1 0.0 -0.40
C -3.79864 2.50670 3.14195 0.0 0.1 0.0 -0.81
C -2.81796 1.60106 2.77499 0.0 0.0 0.0 0.09
C 0.51133 0.78829 0.40123 0.1 0.0 -0.1 1.06
C 1.78524 1.55957 0.00929 0.0 -0.1 0.4 -1.79
N 2.09984 1.33041 -1.37711 -0.2 0.2 -0.1 0.22
C 3.03213 0.49153 -1.88261 0.4 0.1 0.1 0.87
O 3.06174 0.23262 -3.07610 0.2 -0.2 -0.2 -0.74
C 4.09997 -0.07834 -0.96286 0.0 -0.1 -0.1 -1.33
C 3.72995 -1.47614 -0.44255 0.1 0.0 -0.1 -0.58
C 3.06910 -1.48354 0.90075 -0.1 0.0 0.3 0.82
C 2.16732 -2.49121 1.26299 0.1 0.2 0.0 -0.23
N 1.58722 -2.52216 2.44734 -0.2 -0.3 0.1 -0.62
C 1.90043 -1.55745 3.30433 0.1 0.2 0.0 -0.38
C 2.80561 -0.56640 2.96615 -0.1 -0.1 0.1 -0.25
N 3.38277 -0.53017 1.77225 0.2 -0.1 -0.2 -0.41
C 1.12664 1.93121 -2.27539 -0.1 0.2 -0.4 -1.14
C -0.29445 1.82702 -1.70721 0.1 -0.1 0.0 -1.33
H 0.98745 -2.13580 -5.43441 0.0 -0.1 -0.1 0.44
H 0.28896 -0.51068 -5.38765 0.0 0.1 -0.1 0.27
H 1.67669 -0.90538 -4.36355 0.0 0.0 0.0 0.23
H 0.25942 -2.54558 -3.09497 -0.2 0.1 -0.1 0.30
H -1.14683 -2.07858 -4.09678 0.1 0.0 0.1 0.32
H -2.45901 0.28005 -1.31630 0.0 0.1 0.0 0.47
H -2.23276 1.23373 0.14615 0.0 0.1 -0.1 0.57
H -1.38991 -1.67011 0.20092 -0.1 -0.1 0.0 0.40
H -3.11008 -1.29777 0.18983 0.0 -0.1 0.0 0.61
H -2.27835 -1.63745 2.45144 0.1 0.0 0.1 0.51
H -1.11196 -0.33071 2.27936 0.0 0.0 0.1 0.07
H -4.76165 -1.07286 2.12883 0.0 -0.1 0.0 0.39
H -6.50786 0.53071 2.77764 -0.1 0.0 0.0 0.38
H -5.89539 2.83196 3.42665 -0.1 0.1 0.0 0.38
H -3.52257 3.51052 3.43132 0.0 0.1 0.0 0.40
H -1.77971 1.90429 2.79100 0.1 0.0 0.0 0.32
H 0.77670 -0.19210 0.79528 0.0 0.0 0.1 -0.74
H -0.01514 1.34702 1.17435 -0.1 0.0 0.0 0.00
H 1.62540 2.63661 0.13567 0.0 -0.1 0.0 0.33
H 2.60993 1.25937 0.65310 -0.1 0.2 -0.1 0.64
H 4.33185 0.57955 -0.12813 0.0 0.0 0.0 0.56
H 4.98868 -0.16907 -1.59031 -0.1 0.1 0.0 0.49
H 3.07968 -1.98045 -1.15828 0.1 -0.1 0.0 0.23
H 4.64468 -2.07042 -0.35052 0.0 0.0 0.0 0.50
H 1.89798 -3.27743 0.57333 0.0 0.0 -0.2 0.41
H 1.41178 -1.59141 4.26799 0.0 0.1 0.1 0.43
H 3.08067 0.22465 3.65127 -0.1 0.0 0.1 0.44
H 1.39411 2.98326 -2.43617 0.0 -0.1 -0.1 0.41
H 1.20417 1.41005 -3.23101 0.0 0.1 0.1 0.40
H -1.00867 1.77048 -2.52761 0.0 0.1 0.0 0.50
H -0.53746 2.70698 -1.10809 -0.1 0.0 0.0 0.46



No. 2
63
Properties=species:S:1:pos:R:3:forces:R:3:mulliken_charge:R:1 method="wB97M-V/def2-TZVPD" largest_force_ev_per_a=0.88 homo_ev=-7.8 lumo_ev=0.4276 smiles="CCCCCCOc1ccc(NC(=O)C[C@H]2C(=O)N(CC)C(=S)N2Cc2ccco2)cc1"
C -6.10793 -9.66619 0.58042 0.2 0.0 -0.2 -1.29
C -4.98837 -8.78625 0.03832 -0.2 0.1 0.3 -0.32
C -4.92171 -7.44288 0.76107 0.3 -0.1 -0.4 -0.67
C -3.80145 -6.55642 0.22262 -0.2 0.2 0.3 -0.72
C -3.74303 -5.21373 0.94481 0.4 0.1 -0.3 -0.70
C -2.62380 -4.33030 0.40435 -0.2 -0.3 0.0 -0.68
O -2.64835 -3.11432 1.12248 0.0 0.1 0.1 -0.36
C -1.73459 -2.15289 0.81722 0.1 0.2 0.0 0.56
C -0.75309 -2.25895 -0.16127 -0.3 -0.2 0.2 -0.34
C 0.12825 -1.21563 -0.39003 0.2 0.2 0.0 -0.81
C 0.04359 -0.04771 0.35505 -0.1 -0.4 -0.2 0.39
N 0.90227 1.04695 0.18063 -0.2 0.2 0.3 0.02
C 1.88181 1.20867 -0.73284 0.3 0.6 0.2 0.65
O 2.20550 0.40722 -1.58348 0.0 -0.2 -0.2 -0.69
C 2.60215 2.56023 -0.61480 -0.1 -0.2 -0.2 -0.79
C 1.64907 3.75877 -0.77315 -0.1 -0.3 0.0 0.08
C 1.12435 4.25445 0.57070 -0.1 -0.2 -0.3 0.53
O 0.53691 3.60715 1.41035 0.0 -0.1 0.2 -0.75
N 1.46533 5.56224 0.66566 0.0 0.1 -0.1 0.16
C 1.19224 6.40005 1.81371 0.0 0.2 0.4 -0.79
C 2.38874 6.45139 2.75540 -0.1 0.0 -0.1 -1.03
C 2.16128 5.99066 -0.45541 0.1 0.0 -0.4 0.14
S 2.69113 7.51648 -0.69780 0.1 0.5 0.0 -0.32
N 2.28392 4.94734 -1.29637 -0.3 0.1 0.5 0.30
C 2.91283 5.03962 -2.59755 0.3 0.0 -0.1 -1.64
C 4.39926 4.89162 -2.52562 0.0 0.9 0.0 0.77
C 5.38694 5.79496 -2.26630 -0.5 -0.3 -0.2 -0.40
C 6.60381 5.07142 -2.30757 0.0 -0.6 -0.1 -0.54
C 6.26513 3.78489 -2.58708 0.7 0.4 0.2 -0.52
O 4.93460 3.66318 -2.71816 -0.4 -0.3 -0.1 -0.29
C -0.94082 0.06040 1.33785 0.1 -0.1 -0.1 -0.50
C -1.81650 -0.97597 1.56553 0.0 -0.2 -0.1 -0.65
H -5.95669 -9.86681 1.63884 0.0 -0.1 0.1 0.32
H -6.13899 -10.61614 0.05203 -0.1 -0.1 0.0 0.38
H -7.07105 -9.17490 0.46037 -0.1 0.0 0.0 0.32
H -5.14674 -8.61391 -1.02871 0.1 0.0 -0.1 0.32
H -4.03308 -9.30400 0.15088 0.1 0.0 -0.1 0.32
H -5.87699 -6.92537 0.64802 -0.1 0.0 0.1 0.33
H -4.76406 -7.61528 1.82809 -0.1 0.0 0.1 0.33
H -3.95695 -6.38666 -0.84555 0.0 0.0 -0.1 0.34
H -2.84515 -7.07216 0.33852 0.1 -0.1 -0.1 0.34
H -4.69044 -4.68485 0.82848 0.0 0.0 0.0 0.31
H -3.57886 -5.36965 2.01230 0.0 0.0 0.1 0.31
H -2.77763 -4.14186 -0.66774 0.1 0.0 0.1 0.43
H -1.65334 -4.82982 0.53511 -0.1 0.1 -0.1 0.43
H -0.65852 -3.15188 -0.75836 0.0 -0.1 0.0 0.40
H 0.88421 -1.31004 -1.15126 0.0 0.0 0.0 0.50
H 0.71397 1.81993 0.81719 0.2 0.0 -0.2 0.04
H 3.34883 2.58445 -1.40893 -0.1 -0.1 0.1 0.15
H 3.11851 2.61341 0.34658 0.0 0.0 0.0 0.51
H 0.80956 3.46727 -1.42186 0.0 0.1 0.2 0.21
H 0.95792 7.40118 1.44401 0.0 -0.2 0.0 0.40
H 0.32175 5.97476 2.31764 0.1 0.1 -0.1 0.35
H 2.15566 7.08467 3.60612 0.0 0.1 0.1 0.38
H 2.63079 5.45448 3.11656 0.0 -0.1 0.1 0.31
H 3.25328 6.86343 2.24051 0.1 0.0 0.0 0.30
H 2.49547 4.25606 -3.23316 0.0 0.1 0.0 0.32
H 2.67328 6.02492 -3.00966 0.0 -0.2 0.0 0.63
H 5.25867 6.83940 -2.07100 -0.1 0.2 0.0 0.50
H 7.58864 5.46054 -2.15233 0.2 0.0 0.0 0.43
H 6.85135 2.89689 -2.71511 0.0 -0.2 0.0 0.48
H -1.01230 0.96730 1.92082 0.0 0.1 0.1 0.40
H -2.58057 -0.90176 2.32283 -0.1 0.0 0.1 0.41



No. 3
61
Properties=species:S:1:pos:R:3:forces:R:3:mulliken_charge:R:1 method="wB97M-V/def2-TZVPD" largest_force_ev_per_a=0.67 homo_ev=-8.3 lumo_ev=0.3936 smiles="CSCC[C@@H](NC(=O)[C@]12C[C@H]3C[C@H](C[C@H](C3)C1)C2)C(=O)OCC(=O)c1ccccc1"
C -1.32088 -3.11347 -2.26735 0.1 -0.2 0.4 -0.65
S -1.26105 -3.91204 -0.63886 0.0 -0.4 -0.2 -0.11
C 0.53352 -4.25582 -0.50412 -0.5 0.1 0.2 -0.82
C 1.22728 -3.46649 0.59827 0.0 0.1 -0.3 -1.21
C 1.30171 -1.96008 0.31948 0.1 0.0 0.1 0.49
N 0.02108 -1.31389 0.44375 0.3 0.0 0.2 0.41
C -0.37109 -0.33909 -0.41107 -0.3 -0.1 0.2 -2.16
O 0.23618 -0.10867 -1.44013 0.1 0.2 -0.3 -0.80
C -1.63023 0.41415 0.00958 0.3 0.0 -0.2 2.54
C -1.31657 1.24425 1.26330 -0.1 0.1 0.1 -0.86
C -2.55649 2.03853 1.67305 0.1 0.2 0.2 0.40
C -2.96148 2.97987 0.54006 0.0 0.0 0.0 -1.44
C -3.27814 2.15923 -0.70913 -0.1 0.1 -0.2 0.40
C -4.43019 1.20103 -0.41221 0.0 0.0 0.0 -1.46
C -4.02285 0.26000 0.71979 -0.2 -0.2 0.1 0.40
C -3.70395 1.07503 1.97254 0.0 0.0 0.0 -1.50
C -2.79012 -0.54444 0.30576 -0.1 0.1 0.1 -0.84
C -2.04551 1.35979 -1.12194 0.0 0.0 0.0 -1.53
C 2.26538 -1.31063 1.31118 -0.5 0.0 -0.1 0.03
O 1.91605 -0.77544 2.33123 0.0 0.0 0.1 -0.64
O 3.52286 -1.40644 0.89275 0.4 -0.2 -0.3 -0.31
C 4.53836 -0.75344 1.64870 0.3 0.1 0.5 -0.56
C 5.25543 0.29708 0.79489 -0.2 -0.4 0.2 0.23
O 6.45210 0.43335 0.87253 0.0 0.0 0.0 -0.58
C 4.40105 1.07072 -0.12875 0.0 0.5 -0.5 0.52
C 3.11994 1.50163 0.21388 0.2 0.0 0.0 -0.18
C 2.35852 2.19803 -0.70531 0.0 0.1 0.0 -0.07
C 2.85543 2.46017 -1.97124 0.0 0.0 0.0 -0.60
C 4.13551 2.05295 -2.31089 0.0 0.1 -0.1 -0.53
C 4.91045 1.37297 -1.39170 0.0 -0.1 0.2 -0.79
H -0.73732 -2.19847 -2.25775 0.0 0.1 -0.1 0.03
H -0.95101 -3.80501 -3.01933 0.0 0.0 -0.1 0.42
H -2.36445 -2.88821 -2.46219 -0.1 0.0 -0.1 0.34
H 0.62488 -5.32225 -0.29642 0.1 0.0 -0.1 0.46
H 0.97363 -4.04003 -1.47541 0.1 -0.1 -0.1 0.40
H 0.70557 -3.62711 1.54442 0.1 0.0 0.1 0.38
H 2.24729 -3.84522 0.69979 0.0 0.0 0.1 0.47
H 1.67095 -1.76946 -0.69431 0.0 0.0 0.2 0.60
H -0.42825 -1.39938 1.34172 -0.1 0.1 -0.1 0.41
H -1.00499 0.59800 2.08725 0.1 0.0 0.0 0.37
H -0.49077 1.92824 1.05257 0.1 0.0 0.0 0.21
H -2.32622 2.62348 2.57079 0.0 0.0 -0.1 0.33
H -2.15024 3.68073 0.32978 0.0 0.1 0.0 0.46
H -3.83733 3.56163 0.83610 0.0 0.1 0.0 0.55
H -3.56255 2.83179 -1.52597 0.0 0.0 0.0 0.29
H -4.67391 0.62333 -1.30663 -0.1 0.0 -0.1 0.49
H -5.32045 1.76501 -0.12479 -0.1 0.0 0.0 0.53
H -4.84463 -0.43242 0.93405 0.1 0.0 0.0 0.31
H -4.58715 1.63668 2.28469 0.0 0.0 0.1 0.53
H -3.42654 0.40743 2.79178 0.0 0.0 0.1 0.51
H -2.53086 -1.24230 1.10392 0.0 -0.1 0.0 0.36
H -3.01327 -1.13511 -0.58463 0.0 -0.1 0.0 0.18
H -1.21700 2.03039 -1.35722 0.0 0.0 0.0 0.38
H -2.25529 0.77690 -2.02108 0.0 0.0 -0.1 0.44
H 4.08961 -0.27561 2.52922 0.1 -0.1 -0.1 0.39
H 5.26484 -1.50260 1.97531 -0.1 0.2 -0.1 0.38
H 2.72860 1.32555 1.20457 -0.1 -0.1 0.1 0.43
H 1.36880 2.53355 -0.43669 -0.1 0.0 0.0 0.34
H 2.24585 2.98612 -2.69009 -0.1 0.0 -0.1 0.41
H 4.52970 2.26720 -3.29305 0.0 0.0 -0.1 0.41
H 5.91025 1.04831 -1.63844 0.1 0.0 0.0 0.43